No. 1
This record from the OMol25 dataset describes a molecular structure, C27H23F4MoN11O2S in a non-equilibrium geometry. The level of theory is ωB97M-V/def2-TZVPD.

Structure (ORCA input):
```
! wB97M-V def2-TZVPD RIJCOSX def2/J DEFGRID3
* xyz 4 3
Mo 0.67 -0.94 1.20
C 5.96 -0.07 2.11
N 5.27 -1.38 2.18
C 5.85 -2.56 2.56
C 4.90 -3.52 2.50
N 3.73 -2.90 2.09
C 3.98 -1.59 1.91
S 2.93 -0.37 1.31
C 2.47 -3.59 2.04
C 2.50 -4.96 1.93
C 1.35 -5.69 2.17
C 0.23 -5.00 2.63
C 0.27 -3.63 2.63
N 1.34 -2.89 2.24
H 7.03 -0.24 2.16
H 5.67 0.55 2.95
H 5.71 0.43 1.18
H 6.89 -2.64 2.85
H 4.97 -4.56 2.78
H 3.42 -5.47 1.66
H 1.35 -6.76 2.07
H -0.65 -5.52 2.96
H -0.58 -3.09 3.00
N -1.24 0.57 2.16
C -2.49 -0.21 2.35
C -3.81 0.50 1.98
C -4.11 0.91 0.53
C -4.41 -0.22 -0.46
N -5.54 -1.08 -0.07
C -6.82 -0.85 -0.35
N -7.20 0.26 -0.96
N -7.74 -1.76 -0.02
C -2.30 -1.57 1.68
O -3.06 -2.46 1.60
O -0.96 -1.64 1.24
H -0.93 0.97 3.03
H -1.39 1.35 1.52
H -2.58 -0.46 3.41
H -3.83 1.40 2.59
H -4.62 -0.14 2.35
H -3.30 1.51 0.13
H -4.99 1.56 0.58
H -3.55 -0.87 -0.59
H -4.61 0.21 -1.44
H -5.32 -1.89 0.48
H -6.56 1.00 -1.20
H -8.17 0.40 -1.23
H -7.48 -2.64 0.40
H -8.72 -1.61 -0.20
F 2.92 1.61 -2.01
C 2.55 2.67 -2.72
C 3.35 3.14 -3.71
F 4.48 2.54 -3.94
C 2.95 4.26 -4.52
C 1.71 4.90 -4.14
C 0.93 4.40 -3.14
F -0.21 5.01 -2.86
C 1.29 3.25 -2.43
C 0.42 2.65 -1.47
C 0.68 1.55 -0.70
N 0.68 0.61 0.02
C -0.95 3.05 -1.24
N -2.07 3.22 -1.03
F 1.32 5.97 -4.77
C 3.66 4.66 -5.63
C 4.81 3.96 -6.11
N 5.70 3.38 -6.55
C 3.28 5.75 -6.46
N 3.00 6.61 -7.18
*
```

Calculated values
Kohn-Sham gap (alpha / beta), eV: 5.293 / 5.827
F_max, eV/A: 3.2
Highest occupied orbital energy (alpha / beta), Eh: -0.6743 / -0.6860
Energy, hartree: -2659.8444

=====

No. 2
This record from the OMol25 dataset describes a single C5H6S3 molecule in a non-equilibrium geometry. The level of theory is ωB97M-V/def2-TZVPD.

Structure (ORCA input):
```
! wB97M-V def2-TZVPD RIJCOSX def2/J DEFGRID3
* xyz 0 1
C 1.96 -0.54 -0.02
C 0.60 0.14 -0.05
C -0.60 -0.45 -0.22
C -1.21 2.13 0.30
C -0.80 -1.91 -0.30
H 1.97 -1.65 -0.29
H 2.55 0.05 -0.71
H 2.41 -0.33 0.97
H -1.65 2.95 -0.24
H -1.54 2.25 1.35
H 0.06 -2.58 -0.12
S -2.04 0.61 -0.29
S 0.54 1.93 0.08
S -2.25 -2.61 -0.48
*
```

Calculated values
Kohn-Sham gap, eV: 7.369
SMILES: CC1=C(C=S)SCS1
F_max, eV/A: 1.8
Highest occupied orbital energy, Eh: -0.2952
Relative energy (zero: lowest compared OMol25 entry of this formula, charge and spin), kcal per mole: 21.1
Energy, hartree: -1388.6422

=====

No. 3
This record from the OMol25 dataset describes a molecular structure, C31H46CoF3N2O4P2 in a non-equilibrium geometry. The level of theory is ωB97M-V/def2-TZVPD.

Structure (ORCA input):
```
! wB97M-V def2-TZVPD RIJCOSX def2/J DEFGRID3
* xyz -1 4
Co -0.08 1.04 0.56
C 0.71 -0.87 -3.90
C -0.14 -0.07 -2.89
C -1.29 0.65 -3.61
P 0.80 1.05 -1.78
C 1.18 2.59 -2.67
C 1.74 2.52 -4.08
C 2.04 3.50 -1.78
C 2.29 0.08 -1.42
C 3.56 0.13 -1.98
C 4.58 -0.73 -1.60
C 5.92 -0.72 -2.29
C 4.29 -1.65 -0.59
C 3.03 -1.74 -0.02
C 1.98 -0.91 -0.46
N 0.70 -0.93 0.03
C 0.09 -2.10 0.33
C 0.48 -3.37 -0.20
C -0.20 -4.53 0.15
C -1.31 -4.51 1.00
C -2.05 -5.77 1.38
C -1.70 -3.28 1.48
C -1.05 -2.10 1.18
P -1.70 -0.49 1.70
C -1.92 -0.57 3.52
C -0.60 -0.97 4.20
C -3.06 -1.45 4.04
C -3.38 -0.49 1.01
C -3.33 -0.60 -0.52
C -4.20 0.71 1.51
H 0.07 -1.58 -4.43
H 1.53 -1.40 -3.42
H 1.14 -0.19 -4.64
H -0.57 -0.77 -2.19
H -0.90 1.34 -4.37
H -1.90 1.22 -2.91
H -1.91 -0.09 -4.12
H 0.17 3.03 -2.71
H 2.73 2.08 -4.10
H 1.82 3.54 -4.47
H 1.10 1.95 -4.77
H 3.06 3.10 -1.70
H 1.62 3.61 -0.78
H 2.10 4.48 -2.26
H 3.76 0.82 -2.78
H 5.86 -0.12 -3.20
H 6.23 -1.72 -2.57
H 6.70 -0.28 -1.66
H 5.08 -2.32 -0.25
H 2.84 -2.49 0.73
H 1.31 -3.44 -0.88
H 0.14 -5.48 -0.26
H -1.37 -6.62 1.40
H -2.85 -5.99 0.67
H -2.51 -5.67 2.37
H -2.59 -3.24 2.09
H -2.13 0.47 3.77
H -0.35 -2.00 3.94
H -0.72 -0.93 5.29
H 0.22 -0.32 3.92
H -2.78 -2.51 3.94
H -4.00 -1.27 3.52
H -3.22 -1.24 5.10
H -3.89 -1.39 1.34
H -2.82 0.27 -0.95
H -4.35 -0.65 -0.89
H -2.83 -1.50 -0.83
H -3.67 1.65 1.39
H -4.46 0.61 2.56
H -5.14 0.74 0.93
N 1.80 0.64 2.16
C 2.02 1.50 3.32
C 1.00 2.64 3.34
C 1.13 3.38 2.00
O 1.85 4.37 1.99
O 0.54 2.87 1.01
H 1.97 -0.35 2.35
H 2.41 0.89 1.39
H 3.02 1.93 3.29
H 1.94 0.91 4.23
H 1.20 3.31 4.17
H 0.01 2.18 3.40
F -2.08 3.88 -2.53
C -2.87 4.00 -1.44
F -4.09 3.51 -1.80
F -3.03 5.30 -1.18
C -2.33 3.17 -0.19
O -2.65 3.62 0.89
O -1.74 2.14 -0.52
*
```

Calculated values
Kohn-Sham gap (alpha / beta), eV: 6.775 / 6.746
F_max, eV/A: 1.6
Highest occupied orbital energy (alpha / beta), Eh: -0.1562 / -0.1552
Energy, hartree: -3984.6136

=====

No. 4
This record from the OMol25 dataset describes a single C5H9N3 molecule in a non-equilibrium geometry. The level of theory is ωB97M-V/def2-TZVPD.

Structure (ORCA input):
```
! wB97M-V def2-TZVPD RIJCOSX def2/J DEFGRID3
* xyz 0 1
C 0.81 -0.53 0.38
C 1.02 0.95 0.29
C 2.15 1.24 -0.33
C -0.55 -0.95 0.15
C -3.59 0.46 -0.14
H 1.72 -1.20 -1.29
H 2.68 -1.45 0.18
H 1.09 -0.68 1.50
H 0.36 1.71 0.68
H 2.61 2.36 -0.47
H 2.97 0.52 -0.59
H -0.97 -2.04 0.36
H -4.57 0.21 -0.25
H -3.24 1.54 0.21
N 1.71 -1.55 -0.31
N -1.48 -0.08 -0.23
N -2.73 -0.50 -0.14
*
```

Calculated values
Kohn-Sham gap, eV: 9.131
SMILES: C=C[C@H](N)/C=N/N=C
F_max, eV/A: 5.4
Highest occupied orbital energy, Eh: -0.3279
Relative energy (zero: lowest compared OMol25 entry of this formula, charge and spin), kcal per mole: 106.3
Energy, hartree: -360.0279

=====

No. 5
This record from the OMol25 dataset describes a molecular structure, C6H6O2 in a non-equilibrium geometry. The level of theory is ωB97M-V/def2-TZVPD.

Structure (ORCA input):
```
! wB97M-V def2-TZVPD RIJCOSX def2/J DEFGRID3
* xyz 0 3
C 2.11 -0.68 0.53
C 0.73 -0.60 1.23
C 0.91 -0.39 -0.96
C -0.09 -0.47 0.14
C 1.63 0.64 0.02
C -1.51 -0.35 -0.11
O 1.91 -1.37 -0.73
O 1.32 1.87 0.35
H 2.98 -0.97 1.13
H 0.57 -0.16 -2.01
H -1.76 -0.08 -1.15
H -2.05 0.29 0.57
H -1.82 -1.28 0.17
H 1.47 1.84 1.29
*
```

Calculated values
Kohn-Sham gap (alpha / beta), eV: 6.078 / 7.547
F_max, eV/A: 8.3
Highest occupied orbital energy (alpha / beta), Eh: -0.1918 / -0.3406
Relative energy (zero: lowest compared OMol25 entry of this formula, charge and spin), kcal per mole: 94.0
Energy, hartree: -382.3660

=====

No. 6
This record from the OMol25 dataset describes a single C5H11P molecule in a non-equilibrium geometry. The level of theory is ωB97M-V/def2-TZVPD.

Structure (ORCA input):
```
! wB97M-V def2-TZVPD RIJCOSX def2/J DEFGRID3
* xyz 0 1
C -0.93 -1.20 -0.56
C -1.10 0.20 -0.05
C -2.49 0.57 0.51
C 2.34 0.74 0.21
C 1.84 -0.63 -0.16
P 0.23 -0.96 0.80
H -1.86 -1.73 -0.22
H -0.61 -1.22 -1.51
H -0.44 0.93 -0.60
H -2.41 1.12 1.38
H -3.04 -0.36 0.66
H -3.01 1.21 -0.33
H 3.29 1.09 -0.44
H 1.54 1.56 -0.10
H 2.64 0.95 1.23
H 2.51 -1.32 0.28
H 1.50 -0.94 -1.11
*
```

Calculated values
Kohn-Sham gap, eV: 9.612
SMILES: CCP1C[C@H]1C
F_max, eV/A: 4.9
Highest occupied orbital energy, Eh: -0.3085
Relative energy (zero: lowest compared OMol25 entry of this formula, charge and spin), kcal per mole: 32.5
Energy, hartree: -538.3744

=====

No. 7
This record from the OMol25 dataset describes a molecular structure, C4H9NO2. The level of theory is ωB97M-V/def2-TZVPD.

Structure (ORCA input):
```
! wB97M-V def2-TZVPD RIJCOSX def2/J DEFGRID3
* xyz 0 1
C -1.43 0.45 -0.25
C 0.17 0.43 -1.43
N 0.98 1.32 -1.00
O -0.05 -0.37 -2.29
H 1.05 1.25 0.42
H 1.78 1.46 -1.60
H -1.97 -0.49 -0.31
H -1.69 1.02 -1.14
H -1.76 1.10 0.56
C 0.64 -1.42 0.71
C -0.01 -0.14 1.17
O 0.71 0.92 1.41
H -0.83 -0.29 1.87
H 1.05 -1.89 1.61
H 1.45 -1.24 0.01
H -0.09 -2.10 0.26
*
```

Calculated values
Kohn-Sham gap, eV: 9.863
F_max, eV/A: 0.4
Highest occupied orbital energy, Eh: -0.3466
Relative energy (zero: lowest compared OMol25 entry of this formula, charge and spin), kcal per mole: 96.5
Energy, hartree: -362.9317

=====

No. 8
This record from the OMol25 dataset describes 6 unconnected molecules or ions with the total composition C6H18N6O12 in a non-equilibrium geometry. The level of theory is ωB97M-V/def2-TZVPD.

Structure (ORCA input):
```
! wB97M-V def2-TZVPD RIJCOSX def2/J DEFGRID3
* xyz 0 1
C 2.67 5.76 0.94
N 1.59 4.93 0.33
O 1.96 3.90 -0.19
O 0.48 5.36 0.16
H 2.47 6.05 1.97
H 2.64 6.68 0.36
H 3.64 5.32 0.69
C 3.72 -0.69 2.04
N 3.56 -1.60 0.97
O 4.57 -2.17 0.54
O 2.42 -1.81 0.60
H 3.64 0.34 1.68
H 4.71 -0.88 2.43
H 3.07 -0.85 2.90
C 0.25 1.06 -0.28
N -0.24 0.39 -1.47
O -1.38 0.18 -1.57
O 0.57 0.17 -2.30
H 1.07 0.38 -0.04
H -0.49 1.03 0.53
H 0.56 2.07 -0.55
C -4.49 -1.66 -2.43
N -4.96 -1.04 -3.68
O -4.17 -1.18 -4.56
O -6.05 -0.52 -3.69
H -5.23 -1.50 -1.65
H -3.58 -1.16 -2.09
H -4.46 -2.74 -2.54
C 0.16 -3.00 -2.92
N -1.00 -3.91 -3.26
O -0.79 -4.94 -3.88
O -2.04 -3.64 -2.70
H -0.08 -2.18 -2.24
H 0.72 -2.54 -3.73
H 0.82 -3.70 -2.40
C -0.84 -0.21 5.22
N -1.00 -0.31 3.80
O -0.31 0.35 3.08
O -1.84 -1.14 3.37
H 0.06 0.37 5.37
H -0.70 -1.26 5.47
H -1.68 0.27 5.73
*
```

Calculated values
Kohn-Sham gap, eV: 10.116
SMILES: C[N+](=O)[O-].C[N+](=O)[O-].C[N+](=O)[O-].C[N+](=O)[O-].C[N+](=O)[O-].C[N+](=O)[O-]
F_max, eV/A: 4.9
Highest occupied orbital energy, Eh: -0.3882
Relative energy (zero: lowest compared OMol25 entry of this formula, charge and spin), kcal per mole: 35.7
Energy, hartree: -1470.1995

=====

No. 9
This record from the OMol25 dataset describes a single C5H10N2 molecule in a non-equilibrium geometry. The level of theory is ωB97M-V/def2-TZVPD.

Structure (ORCA input):
```
! wB97M-V def2-TZVPD RIJCOSX def2/J DEFGRID3
* xyz 0 1
C 1.13 0.02 -0.02
C 0.29 1.20 0.44
C -1.06 1.24 -0.29
C -1.84 -0.10 -0.17
C -0.95 -1.23 0.34
H 2.86 -0.75 -0.38
H 0.17 1.10 1.54
H 0.89 2.09 0.34
H -1.68 2.10 0.03
H -0.79 1.48 -1.32
H -2.76 0.02 0.44
H -2.19 -0.39 -1.18
H -0.92 -1.27 1.45
H -1.36 -2.17 -0.01
H 0.88 -2.01 -0.19
N 2.38 0.14 -0.13
N 0.39 -1.14 -0.22
*
```

Calculated values
Kohn-Sham gap, eV: 9.813
SMILES: [H]/N=C1/CCCCN1
F_max, eV/A: 1.7
Highest occupied orbital energy, Eh: -0.3265
Relative energy (zero: lowest compared OMol25 entry of this formula, charge and spin), kcal per mole: 0.0
Energy, hartree: -306.0239

=====

No. 10
This record from the OMol25 dataset describes 12 unconnected molecules or ions with the total composition H24O12. The level of theory is ωB97M-V/def2-TZVPD.

Structure (ORCA input):
```
! wB97M-V def2-TZVPD RIJCOSX def2/J DEFGRID3
* xyz 0 1
O 1.76 -1.50 1.64
H 1.55 -1.94 0.81
H 1.62 -2.17 2.31
O 2.16 -0.35 -3.00
H 1.40 0.23 -3.13
H 1.81 -1.12 -2.52
O -3.01 0.06 0.12
H -3.75 0.42 -0.38
H -2.52 0.83 0.43
O 2.45 2.81 1.75
H 1.64 2.28 1.73
H 2.51 3.18 0.87
O 1.27 -2.45 -1.14
H 1.47 -3.36 -1.40
H 0.31 -2.36 -1.28
O 0.81 4.02 -0.49
H 0.80 3.28 -1.12
H -0.10 4.33 -0.49
O -0.37 2.47 2.14
H -1.07 2.16 2.74
H -0.30 1.77 1.46
O -0.28 -3.63 1.16
H -0.13 -3.50 2.10
H -0.81 -2.87 0.89
O -1.84 -1.15 1.93
H -2.65 -1.35 1.45
H -1.95 -1.57 2.79
O 0.33 0.59 0.13
H 0.05 -0.15 0.69
H 1.25 0.37 -0.09
O 0.84 2.13 -3.01
H 0.06 1.82 -2.53
H 0.50 2.73 -3.69
O -1.56 -2.11 -0.91
H -2.33 -2.69 -0.98
H -1.91 -1.21 -0.95
*
```

Calculated values
Kohn-Sham gap, eV: 9.247
SMILES: O.O.O.O.O.O.O.O.O.O.O.O
F_max, eV/A: 1.0
Highest occupied orbital energy, Eh: -0.3602
Relative energy (zero: lowest compared OMol25 entry of this formula, charge and spin), kcal per mole: 34.8
Energy, hartree: -917.2699

=====

No. 11
This record from the OMol25 dataset describes a molecular structure, C26H30AuN5SSe2 in a non-equilibrium geometry. The level of theory is ωB97M-V/def2-TZVPD.

Structure (ORCA input):
```
! wB97M-V def2-TZVPD RIJCOSX def2/J DEFGRID3
* xyz 4 1
Au -0.71 0.89 0.80
Se -0.71 3.39 3.08
Se -2.17 1.59 2.80
C -3.23 2.24 1.33
C -4.41 2.92 1.42
C -5.03 3.28 0.21
C -4.43 2.92 -0.98
C -3.23 2.22 -0.96
N -2.64 1.89 0.19
C 0.80 2.23 3.15
C 1.77 2.47 4.11
C 2.92 1.68 4.10
C 3.05 0.67 3.16
C 2.03 0.48 2.24
N 0.93 1.25 2.22
H -4.85 3.18 2.38
H -5.96 3.82 0.22
H -4.88 3.18 -1.93
H -2.72 1.93 -1.88
H 1.63 3.25 4.84
H 3.69 1.85 4.84
H 3.92 0.04 3.13
H 2.10 -0.29 1.48
N 0.64 0.89 -0.84
S 1.19 -0.27 -1.83
C 1.22 0.38 -3.49
C 0.79 1.66 -3.77
C 0.87 2.11 -5.09
C 1.31 1.28 -6.08
C 1.74 0.00 -5.78
C 1.68 -0.46 -4.47
C 2.93 -0.55 -1.63
C 3.84 0.47 -1.91
C 5.19 0.22 -1.73
C 5.61 -1.04 -1.30
C 4.69 -2.04 -1.03
C 3.33 -1.81 -1.20
H 1.35 1.60 -0.66
H 0.43 2.30 -2.98
H 0.60 3.12 -5.36
H 1.30 1.63 -7.10
H 2.11 -0.64 -6.57
H 1.98 -1.46 -4.20
H 3.51 1.44 -2.25
H 5.91 0.99 -1.94
H 6.67 -1.23 -1.18
H 5.04 -3.02 -0.71
H 2.61 -2.59 -1.01
N -3.28 -3.85 2.69
C -3.87 -3.20 1.46
C -3.28 -1.80 1.30
N -1.81 -1.77 1.24
C -1.25 -2.44 2.42
C -1.77 -3.87 2.63
H -3.63 -4.81 2.78
H -3.58 -3.36 3.53
H -4.95 -3.19 1.58
H -3.61 -3.85 0.62
H -3.60 -1.17 2.14
H -3.71 -1.36 0.40
H -1.50 -2.25 0.39
H -1.49 -1.84 3.30
H -0.16 -2.48 2.35
H -1.40 -4.30 3.55
H -1.51 -4.52 1.80
*
```

Calculated values
Kohn-Sham gap, eV: 3.803
F_max, eV/A: 1.6
Highest occupied orbital energy, Eh: -0.6722
Relative energy (zero: lowest compared OMol25 entry of this formula, charge and spin), kcal per mole: 74.0
Energy, hartree: -6617.7414

=====

No. 12
This record from the OMol25 dataset describes 2 unconnected molecules or ions with the total composition C4H6NO in a non-equilibrium geometry. The level of theory is ωB97M-V/def2-TZVPD.

Structure (ORCA input):
```
! wB97M-V def2-TZVPD RIJCOSX def2/J DEFGRID3
* xyz 1 1
C -0.58 1.39 0.27
C 0.97 -0.70 -0.34
C -3.69 -1.32 0.41
C -0.08 0.33 -0.66
N -1.27 0.33 0.16
O -3.84 -1.65 -0.62
H -0.50 2.44 0.77
H 1.53 -1.14 -1.23
H 0.61 -1.71 0.16
H 1.83 -0.46 0.44
H -2.03 -0.19 0.70
H -0.18 0.31 -1.77
*
```

Calculated values
Kohn-Sham gap, eV: 11.065
F_max, eV/A: 4.7
Highest occupied orbital energy, Eh: -0.6093
Relative energy (zero: lowest compared OMol25 entry of this formula, charge and spin), kcal per mole: 68.8
Energy, hartree: -285.6125